Density functional theory data (the ωB97M-V functional and the def2-TZVPD basis) for a molecular structure, C20H18FeN4O5.

Properties
charge	+3
2S+1	6
Kohn-Sham gap (spin up / spin down)	0.2587 / 0.2666	Eh
<S²>	8.78

Cartesian coordinates (Å):
Fe (2.50790, 0.12122, 1.35884)
O (5.83469, -0.49447, 3.78296)
C (4.68238, -0.28699, 3.17293)
O (4.50091, -0.24534, 1.94908)
C (3.50990, -0.12328, 4.12645)
C (3.47848, -0.27868, 5.53141)
C (2.21803, -0.21633, 6.15530)
C (1.09439, 0.13470, 5.40553)
C (1.26211, 0.29596, 4.02454)
N (2.43400, 0.12853, 3.41950)
C (0.23456, 0.61675, 2.95899)
O (-0.97475, 0.86847, 3.31338)
O (0.60808, 0.73218, 1.77113)
H (6.56399, -0.69137, 3.12516)
H (4.41547, -0.45335, 6.05430)
H (2.07780, -0.37696, 7.21578)
H (0.10863, 0.19937, 5.89630)
H (-1.21629, 0.85763, 4.25484)
C (-6.80438, -0.30742, -2.26310)
C (-5.33933, -0.26802, -2.24584)
C (-4.44618, -1.40084, -2.31758)
C (-3.09961, -1.24667, -2.51243)
C (-2.55567, 0.08731, -2.64157)
N (-1.19475, 0.27162, -2.82136)
C (-0.64238, 1.50553, -3.21074)
O (-1.29959, 2.47057, -3.51438)
N (0.76622, 1.52826, -3.21004)
C (1.61383, 0.50608, -2.66249)
C (2.48279, -0.30022, -3.39962)
C (3.28099, -1.26191, -2.74920)
C (3.32258, -1.29678, -1.35023)
N (2.53652, -0.51317, -0.61889)
C (1.67421, 0.33299, -1.26375)
C (-3.43931, 1.20905, -2.52808)
C (-4.77154, 1.04143, -2.27823)
H (-7.21292, -1.26250, -2.65674)
H (-7.28584, 0.51619, -2.79218)
H (-7.19072, -0.34534, -1.23792)
H (-4.77412, -2.40902, -2.11450)
H (-2.51713, -2.12022, -2.61219)
H (-0.65714, -0.61234, -2.81585)
H (1.23167, 2.31427, -3.63006)
H (2.61677, -0.27651, -4.47289)
H (3.87411, -1.91661, -3.33488)
H (3.99935, -2.01988, -0.88267)
H (0.99057, 0.87169, -0.60870)
H (-3.06651, 2.21696, -2.60115)
H (-5.43276, 1.89746, -2.16917)

Density functional theory data (the ωB97M-V functional and the def2-TZVPD basis) for a molecular structure, C17H12AuN4O4Se.

Properties
charge	+1
ΔE to the lowest compared entry with this formula, charge and spin	0.6164	eV
2S+1	3
Kohn-Sham gap (spin up / spin down)	0.2647 / 0.2091	Eh
<S²>	2.01

Cartesian coordinates (Å):
Au (0.44007, -0.23143, -0.07716)
O (-3.15326, 1.68232, -2.06092)
C (-2.16737, 1.05207, -1.52804)
O (-1.34147, 1.44700, -0.75255)
C (-2.20104, -0.40108, -2.09615)
C (-3.15278, -0.84841, -3.02999)
C (-3.07738, -2.15508, -3.41116)
C (-2.07750, -2.99391, -2.86239)
C (-1.97575, -4.36526, -3.20418)
C (-1.01012, -5.13909, -2.63235)
C (-0.10236, -4.57744, -1.70414)
C (-0.16907, -3.25851, -1.36430)
C (-1.16885, -2.44334, -1.94160)
N (-1.24980, -1.12090, -1.57336)
H (-3.90499, -0.17832, -3.41742)
H (-3.77696, -2.56991, -4.12541)
H (-2.67651, -4.78247, -3.91450)
H (-0.93639, -6.18816, -2.88147)
H (0.65033, -5.20882, -1.25273)
H (0.52368, -2.82787, -0.65533)
Se (4.30191, -1.72196, -2.84929)
N (5.27139, -0.27013, -2.52747)
C (4.55347, 0.47943, -1.70940)
C (4.97228, 1.73742, -1.16290)
C (4.10620, 2.38753, -0.35388)
C (2.82275, 1.81343, -0.06790)
N (2.40024, 0.68062, -0.54810)
C (3.25756, -0.01836, -1.38279)
N (2.89648, -1.16439, -1.91472)
H (5.94912, 2.13120, -1.40451)
H (4.34714, 3.33942, 0.09505)
H (2.14714, 2.34443, 0.59197)
C (0.38939, -0.88748, 4.10511)
O (0.57301, -0.29374, 2.78206)
C (0.21643, -1.08783, 1.78683)
O (-0.19934, -2.20384, 1.85834)
H (0.67733, -0.10985, 4.80398)
H (1.03093, -1.75991, 4.19771)
H (-0.65390, -1.16279, 4.23359)

Density functional theory data (the ωB97M-V functional and the def2-TZVPD basis) for a molecular structure, C17H14N4OS3.

Properties
ΔE to the lowest compared entry with this formula, charge and spin	13.9371	eV
Kohn-Sham gap	0.2937	Eh

Cartesian coordinates (Å):
C (-3.68746, -0.78897, 1.85359)
C (-2.19318, -1.15578, 1.34349)
C (-1.94400, -2.20333, 0.57517)
C (-0.76456, -2.67297, 0.20049)
C (0.27882, -2.00841, 0.43165)
C (-0.03255, -0.77407, 1.38910)
C (-1.35451, -0.48215, 1.87988)
H (-1.45081, 0.56078, 2.17272)
H (0.80073, -0.04341, 1.53935)
N (1.58670, -2.26050, 0.19801)
C (2.51005, -1.17957, -0.04487)
N (2.39794, -0.00329, -0.27575)
C (3.72849, 0.27421, -0.59787)
C (4.75627, -0.33437, -0.56619)
S (4.18320, -2.05908, -0.46332)
H (5.68851, -0.25931, -0.71949)
C (3.83285, 1.75809, -0.67176)
H (3.12042, 2.16569, -1.47348)
H (4.93061, 2.32340, -0.98180)
S (3.24632, 2.96838, 0.84785)
C (1.51848, 2.73044, 0.53529)
N (0.57716, 3.24822, 1.65083)
N (-0.51799, 2.90432, 1.09031)
C (-0.39164, 2.21299, 0.08384)
C (-1.30408, 1.67200, -1.13549)
C (-0.98427, 0.60846, -1.89634)
C (-2.24626, -0.12540, -2.42061)
C (-3.33004, 0.74247, -1.86075)
S (-3.06886, 1.68868, -0.49532)
H (-4.35925, 0.32167, -1.97416)
H (-2.27515, -0.56384, -3.25359)
H (-0.10947, 0.27548, -2.31994)
O (1.01891, 2.15387, -0.40282)
H (1.67540, -3.32215, -0.00277)
H (-0.67867, -3.60591, -0.34353)
H (-2.88806, -2.72359, 0.34843)
H (-3.79119, 0.28182, 1.80099)
H (-4.00338, -1.31080, 2.94413)
H (-4.47551, -1.01406, 1.01471)

Density functional theory data (the ωB97M-V functional and the def2-TZVPD basis) for C9H11N3 in the gas phase.

Properties
structure (SMILES)	CC(C)=C1/C=C/N=C\N=C\C=N/1
ΔE to the lowest compared entry with this formula, charge and spin	5.1190	eV
Kohn-Sham gap	0.2928	Eh

Cartesian coordinates (Å):
C (-0.25654, 1.94959, -0.23323)
C (-0.30808, 0.51644, -0.80437)
C (-1.59121, -0.11771, -1.31391)
C (0.85925, -0.18667, -0.70941)
C (2.03576, 0.11376, 0.06530)
C (2.03668, 0.34968, 1.40134)
N (1.06508, 0.25967, 2.38147)
C (0.08257, -0.57504, 2.26188)
N (-0.11369, -1.33728, 1.22610)
C (0.34492, -2.38919, 0.74767)
C (0.35408, -2.48656, -0.68298)
N (0.71749, -1.49920, -1.36810)
H (0.72901, 2.23817, 0.05136)
H (-0.88614, 1.82916, 0.61418)
H (-0.64104, 2.64512, -1.05914)
H (-2.30094, 0.04840, -0.54935)
H (-1.48299, -1.15963, -1.41786)
H (-2.10805, 0.26312, -2.26349)
H (2.90137, 0.07699, -0.49511)
H (2.90085, 0.68683, 1.80774)
H (-0.73047, -0.39779, 2.97264)
H (1.01648, -3.11244, 1.29008)
H (0.24754, -3.47056, -1.16889)

Density functional theory data (the ωB97M-V functional and the def2-TZVPD basis) for a molecular structure, C4H10NO2S.

Properties
charge	+1
ΔE to the lowest compared entry with this formula, charge and spin	3.7491	eV
Kohn-Sham gap	0.3497	Eh

Cartesian coordinates (Å):
C (1.88372, 0.12684, 0.85266)
C (-2.35064, 1.39520, -0.38610)
C (-2.09230, 0.10101, -0.32904)
C (1.84191, -1.34065, 0.50834)
N (1.14094, -1.28087, -0.77405)
O (0.35213, 2.19665, 0.62919)
O (2.30874, 0.89766, -0.23575)
S (0.69726, 0.88353, -0.21702)
H (-2.24563, 1.95857, -1.30034)
H (-2.71199, 1.93934, 0.47074)
H (2.09776, 0.52222, 1.83799)
H (-2.24358, -0.46865, 0.56897)
H (-1.78379, -0.45374, -1.20201)
H (2.84539, -1.77705, 0.45033)
H (1.26494, -1.89498, 1.25205)
H (1.78137, -1.30113, -1.56170)
H (0.39706, 3.05975, 0.19789)
H (0.46747, -2.02714, -0.90068)

Density functional theory data (the ωB97M-V functional and the def2-TZVPD basis) for 11 unconnected molecules or ions with the total composition C44H88O11.

Properties
structure (SMILES)	C1CCOC1.C1CCOC1.C1CCOC1.C1CCOC1.C1CCOC1.C1CCOC1.C1CCOC1.C1CCOC1.C1CCOC1.C1CCOC1.C1CCOC1
ΔE to the lowest compared entry with this formula, charge and spin	0.4365	eV
Kohn-Sham gap	0.3549	Eh

Cartesian coordinates (Å):
C (-0.49055, -0.81750, 0.27671)
C (-1.11744, -0.11289, 1.47125)
C (-1.15693, 1.37276, 1.06412)
O (-0.41859, 1.49508, -0.14294)
C (-0.48062, 0.24415, -0.81423)
H (-0.90209, -1.75554, -0.08828)
H (0.55101, -1.03121, 0.54171)
H (-0.57965, -0.33983, 2.39378)
H (-2.13098, -0.44049, 1.71987)
H (-0.89488, 2.08887, 1.83444)
H (-2.20365, 1.55676, 0.76895)
H (0.33649, 0.20631, -1.53293)
H (-1.42635, 0.20867, -1.38162)
C (-7.37470, 2.86824, 1.56796)
C (-6.08669, 3.03315, 0.74042)
C (-5.15147, 3.86065, 1.68259)
O (-5.75381, 3.88548, 2.95046)
C (-7.16094, 3.74062, 2.80424)
H (-7.48713, 1.81815, 1.83983)
H (-8.25271, 3.16494, 0.99777)
H (-6.30962, 3.64047, -0.13476)
H (-5.56424, 2.11553, 0.48907)
H (-4.98781, 4.84566, 1.22694)
H (-4.17250, 3.38317, 1.75288)
H (-7.59694, 4.74085, 2.69767)
H (-7.55432, 3.28283, 3.71001)
C (0.32104, -4.28059, -1.87127)
C (-0.43390, -3.09096, -2.44889)
C (-0.22260, -3.25623, -3.96006)
O (-0.06058, -4.65004, -4.19069)
C (0.53532, -5.24642, -3.05034)
H (-0.18577, -4.73942, -1.01881)
H (1.27134, -3.94705, -1.44763)
H (-0.04298, -2.12442, -2.14687)
H (-1.51790, -3.15403, -2.33295)
H (0.58211, -2.60075, -4.30212)
H (-1.11440, -3.00470, -4.54130)
H (1.61200, -5.37071, -3.20968)
H (0.10538, -6.22936, -2.86453)
C (-1.43563, 3.30468, -2.49842)
C (-1.99840, 4.43630, -3.36772)
C (-0.94865, 5.55152, -3.27171)
O (0.25168, 4.92801, -2.87490)
C (-0.09335, 3.85804, -2.00276)
H (-1.25731, 2.38005, -3.04841)
H (-2.06174, 3.01500, -1.65386)
H (-2.99675, 4.72654, -3.04989)
H (-2.00493, 4.09367, -4.40419)
H (-1.25936, 6.29636, -2.52016)
H (-0.82764, 6.11540, -4.19468)
H (-0.10281, 4.24845, -0.97687)
H (0.71310, 3.12547, -2.03578)
C (4.46408, -0.51917, -3.61813)
C (4.73658, -2.01839, -3.58721)
C (3.34921, -2.63883, -3.79824)
O (2.47376, -1.70667, -3.16369)
C (2.93052, -0.39875, -3.55146)
H (4.90338, -0.07637, -4.51314)
H (4.94056, -0.00783, -2.78175)
H (5.13559, -2.40560, -2.64784)
H (5.38637, -2.46986, -4.34362)
H (3.22151, -3.59666, -3.29543)
H (3.03525, -2.70630, -4.84739)
H (2.60877, 0.29112, -2.77691)
H (2.47695, -0.21901, -4.52964)
C (-2.30209, -4.08591, 4.19088)
C (-1.99541, -3.57197, 2.79797)
C (-0.70130, -4.29418, 2.47275)
O (-0.94245, -5.60660, 2.97807)
C (-1.67940, -5.48631, 4.19628)
H (-3.36247, -4.05854, 4.44608)
H (-1.84904, -3.47889, 4.98218)
H (-2.01121, -2.49793, 2.63320)
H (-2.73430, -3.99584, 2.10904)
H (0.18466, -3.88941, 2.98202)
H (-0.46795, -4.39683, 1.41457)
H (-0.98845, -5.64814, 5.03200)
H (-2.39066, -6.31217, 4.25356)
C (0.76995, 5.76284, 3.13639)
C (0.44708, 4.77119, 2.01399)
C (1.82168, 4.43736, 1.49782)
O (2.48314, 5.70093, 1.45647)
C (1.93017, 6.53990, 2.49230)
H (1.05999, 5.17217, 4.00429)
H (-0.09133, 6.39793, 3.33400)
H (-0.12097, 5.22339, 1.19358)
H (-0.16835, 3.93861, 2.35458)
H (1.77333, 3.93219, 0.53414)
H (2.36120, 3.82130, 2.23260)
H (1.54136, 7.44057, 2.01926)
H (2.71307, 6.74339, 3.22292)
C (2.92042, 0.80299, 1.26850)
C (3.92718, 1.26074, 2.30632)
C (4.95528, 2.11282, 1.55841)
O (4.95894, 1.59671, 0.23320)
C (3.65483, 1.09701, -0.06332)
H (1.98623, 1.37056, 1.32448)
H (2.55088, -0.22470, 1.22660)
H (4.41186, 0.41180, 2.79233)
H (3.48121, 1.83602, 3.12229)
H (5.89476, 1.98103, 2.09695)
H (4.73050, 3.18181, 1.48219)
H (3.73529, 0.23347, -0.72051)
H (3.13150, 1.91445, -0.57797)
C (2.46617, -4.24734, 1.17199)
C (3.65818, -3.91326, 0.27126)
C (4.22383, -5.26613, -0.13191)
O (3.09315, -6.13323, -0.15836)
C (2.22827, -5.75056, 0.88655)
H (1.62471, -3.60751, 0.90960)
H (2.69015, -4.07106, 2.22373)
H (4.36861, -3.19140, 0.67729)
H (3.33736, -3.42156, -0.65624)
H (4.91997, -5.67177, 0.61717)
H (4.74206, -5.27074, -1.08833)
H (2.37664, -6.28958, 1.82868)
H (1.20427, -5.92694, 0.55518)
C (-0.47162, -0.08547, 5.11295)
C (-0.28879, -0.12380, 6.63171)
C (-0.01563, 1.33195, 6.98234)
O (0.83613, 1.74700, 5.91125)
C (0.41005, 1.12117, 4.71015)
H (-1.50707, 0.08044, 4.81121)
H (-0.18335, -1.05529, 4.70290)
H (0.59261, -0.72063, 6.87267)
H (-1.12737, -0.59013, 7.15263)
H (0.58807, 1.35315, 7.88663)
H (-0.91720, 1.94652, 7.00755)
H (1.30159, 0.84230, 4.14669)
H (-0.19653, 1.79700, 4.09568)
C (-3.14700, -0.80135, -5.94747)
C (-2.37697, -0.91751, -7.25603)
C (-0.93102, -0.78082, -6.80276)
O (-0.93783, 0.03838, -5.62680)
C (-2.22397, -0.02303, -4.99942)
H (-3.44653, -1.75532, -5.51230)
H (-4.07495, -0.23851, -6.06563)
H (-2.59725, -0.14348, -7.99150)
H (-2.54767, -1.86799, -7.76135)
H (-0.25589, -0.28589, -7.49967)
H (-0.49586, -1.74482, -6.51435)
H (-2.59953, 0.99602, -4.87089)
H (-2.06168, -0.45987, -4.01021)

Taking the records one at a time from the top gives max |F| values of 0.0407, 0.0280, 0.3127, 0.0792, 0.0389, 0.0350 Eh/bohr.